P) The following is a DFT calculation (ωB97M-V/def2-TZVPD) of C33H51I2N10O3PSTa as an isolated structure.

The geometry in XYZ format:
```
102
C33H51I2N10O3PSTa | the Open Molecules 2025 dataset | ωB97M-V/def2-TZVPD
Ta 0.016 0.008 -0.479
N 0.317 -1.245 3.126
C 0.856 0.053 3.496
C 1.341 0.842 2.290
O 2.362 1.492 2.299
O 0.514 0.851 1.256
H -0.486 -1.494 3.685
H 1.007 -1.976 3.237
H 1.682 0.016 4.207
H 0.066 0.660 3.948
S -1.979 -1.296 -0.184
C -1.371 -2.888 0.247
N -2.050 -3.951 0.534
N -3.364 -4.012 0.448
C -4.193 -3.420 -0.559
C -5.512 -3.142 -0.232
C -6.385 -2.704 -1.217
C -5.936 -2.532 -2.518
C -4.608 -2.794 -2.831
C -3.733 -3.246 -1.858
N -0.010 -3.134 0.361
N 0.756 -2.182 0.123
C 2.144 -2.553 0.176
C 2.551 -3.823 -0.216
C 3.895 -4.151 -0.159
C 4.827 -3.224 0.291
C 4.413 -1.958 0.675
C 3.070 -1.616 0.606
H -3.696 -4.908 0.772
H -5.851 -3.280 0.787
H -7.417 -2.502 -0.965
H -6.619 -2.199 -3.288
H -4.251 -2.665 -3.845
H -2.706 -3.473 -2.114
H 1.817 -4.537 -0.562
H 4.217 -5.135 -0.470
H 5.875 -3.488 0.336
H 5.135 -1.234 1.030
H 2.754 -0.626 0.902
N 2.170 3.221 -0.717
C 2.674 2.000 -0.593
O 1.997 0.994 -0.866
C 4.107 1.864 -0.179
I 5.220 0.967 -1.753
H 1.210 3.335 -1.035
H 2.715 4.030 -0.478
H 4.164 1.216 0.689
H 4.566 2.821 0.047
I -0.724 -0.990 -3.947
C 0.783 -0.725 -2.436
H 1.480 -0.029 -2.892
H 1.280 -1.693 -2.391
N -1.037 1.356 -1.110
P -1.765 2.774 -1.183
N -3.206 2.593 -1.934
C -4.062 3.752 -2.215
C -5.539 3.430 -2.014
C -5.936 2.195 -2.814
C -5.023 1.026 -2.466
C -3.565 1.387 -2.695
N -0.665 3.785 -1.911
C -0.018 3.285 -3.143
C -0.687 3.823 -4.399
C -0.663 5.348 -4.390
C -1.336 5.879 -3.129
C -0.748 5.256 -1.866
N -2.079 3.479 0.267
C -0.957 3.952 1.112
C -1.093 3.446 2.540
C -2.373 3.972 3.191
C -3.530 3.977 2.175
C -3.259 3.015 1.031
H -3.909 4.059 -3.259
H -3.757 4.583 -1.577
H -6.128 4.298 -2.315
H -5.743 3.260 -0.954
H -5.851 2.414 -3.884
H -6.981 1.941 -2.626
H -5.262 0.152 -3.072
H -5.159 0.733 -1.420
H -3.395 1.575 -3.764
H -2.909 0.574 -2.400
H -0.019 2.195 -3.125
H 1.028 3.615 -3.125
H -1.719 3.458 -4.442
H -0.171 3.426 -5.274
H -1.154 5.750 -5.277
H 0.377 5.688 -4.424
H -2.406 5.670 -3.174
H -1.229 6.963 -3.059
H -1.324 5.552 -0.992
H 0.274 5.631 -1.728
H -0.930 5.047 1.111
H -0.013 3.594 0.700
H -0.211 3.752 3.106
H -1.091 2.354 2.518
H -2.209 4.982 3.569
H -2.625 3.355 4.054
H -3.668 4.976 1.754
H -4.471 3.705 2.653
H -4.108 2.969 0.359
H -3.097 1.999 1.412
```

As for the HOMO energy: -10.264 eV. The value obtained for the gap between HOMO and LUMO is 0.26093 hartree. The net charge is +1. For the LUMO energy, the calculation gives -0.1162 Ha.

---

Q) The following is a DFT calculation (ωB97M-V/def2-TZVPD) of C33H51I2N10O3PSTa as an isolated structure.

The geometry in XYZ format:
```
102
C33H51I2N10O3PSTa | the Open Molecules 2025 dataset | ωB97M-V/def2-TZVPD
Ta 1.734 -0.108 0.783
N 2.682 -1.204 4.559
C 3.108 0.175 4.685
C 2.657 1.102 3.579
O 2.843 2.284 3.601
O 2.008 0.507 2.549
H 2.390 -1.576 5.452
H 3.425 -1.798 4.215
H 4.195 0.303 4.723
H 2.720 0.621 5.602
S 4.181 0.131 0.595
C 4.375 -0.049 -1.128
N 5.603 0.005 -1.601
N 5.935 -0.261 -2.826
C 5.291 -1.010 -3.864
C 4.660 -2.221 -3.607
C 4.125 -2.934 -4.661
C 4.222 -2.454 -5.966
C 4.881 -1.263 -6.212
C 5.422 -0.536 -5.156
N 3.338 -0.136 -1.985
N 2.149 -0.112 -1.559
C 1.227 -0.208 -2.687
C 1.698 -0.121 -3.998
C 0.829 -0.306 -5.057
C -0.513 -0.594 -4.837
C -0.977 -0.666 -3.536
C -0.114 -0.456 -2.469
H 6.892 0.009 -3.019
H 4.579 -2.599 -2.597
H 3.628 -3.874 -4.464
H 3.794 -3.017 -6.784
H 4.976 -0.889 -7.222
H 5.931 0.402 -5.340
H 2.741 0.079 -4.188
H 1.210 -0.237 -6.067
H -1.183 -0.755 -5.670
H -2.020 -0.886 -3.339
H -0.485 -0.492 -1.463
N 0.375 2.936 2.004
C 1.322 3.141 1.083
O 1.708 2.263 0.308
C 1.909 4.517 0.987
I 0.535 5.831 0.010
H 0.080 1.981 2.178
H 0.256 3.606 2.748
H 2.802 4.482 0.375
H 2.122 4.938 1.965
I 1.996 -3.394 -0.546
C 1.921 -2.255 1.278
H 2.858 -2.485 1.777
H 1.088 -2.659 1.850
N -0.133 -0.126 0.705
P -1.720 -0.101 0.933
N -2.169 0.339 2.450
C -1.679 -0.453 3.589
C -0.840 0.413 4.519
C -1.626 1.653 4.999
C -2.959 1.793 4.264
C -2.788 1.643 2.760
N -2.307 -1.622 0.773
C -1.653 -2.620 -0.098
C -2.685 -3.320 -0.965
C -3.657 -4.130 -0.089
C -3.736 -3.537 1.324
C -3.639 -2.021 1.279
N -2.385 0.998 -0.089
C -1.660 2.202 -0.550
C -2.237 2.690 -1.870
C -3.715 3.095 -1.728
C -4.356 2.425 -0.511
C -3.846 1.004 -0.318
H -1.081 -1.278 3.201
H -2.521 -0.897 4.129
H 0.059 0.709 3.974
H -0.507 -0.192 5.363
H -1.031 2.556 4.839
H -1.809 1.598 6.072
H -3.405 2.768 4.464
H -3.671 1.048 4.626
H -2.180 2.473 2.383
H -3.759 1.716 2.271
H -1.134 -3.356 0.524
H -0.894 -2.137 -0.701
H -2.177 -3.962 -1.685
H -3.225 -2.563 -1.542
H -3.334 -5.170 -0.029
H -4.649 -4.136 -0.542
H -2.932 -3.926 1.954
H -4.673 -3.816 1.807
H -3.788 -1.592 2.268
H -4.436 -1.644 0.633
H -0.606 1.950 -0.661
H -1.729 3.002 0.196
H -2.130 1.897 -2.608
H -1.635 3.529 -2.222
H -4.260 2.813 -2.630
H -3.809 4.177 -1.634
H -5.442 2.399 -0.612
H -4.141 3.003 0.391
H -4.088 0.398 -1.199
H -4.352 0.549 0.534
```

As for the HOMO energy (alpha / beta): -9.899 / -9.888 eV. The value obtained for the gap between HOMO and LUMO (alpha / beta) is 0.23308 / 0.23293 hartree. The net charge is +1. For the LUMO energy (alpha / beta), the calculation gives -0.1307 / -0.1305 Ha.

---

Last place for stability: Q)

---

P) The following is a DFT calculation (ωB97M-V/def2-TZVPD) of one molecule with the formula CH4N2.

The geometry in XYZ format:
```
7
CH4N2 | the Open Molecules 2025 dataset | ωB97M-V/def2-TZVPD
C -0.490 0.038 0.316
H 1.111 -1.149 0.730
H 1.277 -0.196 -0.778
H -0.963 -0.186 1.367
H -0.498 1.143 -1.242
N 0.539 -0.667 -0.056
N -0.977 1.017 -0.336
```

As for the HOMO energy: -9.300 eV. The value obtained for the gap between HOMO and LUMO is 0.37570 hartree. The net charge is 0. For the LUMO energy, the calculation gives 0.0339 Ha.

---

Q) The following is a DFT calculation (ωB97M-V/def2-TZVPD) of one molecule with the formula CH4N2.

The geometry in XYZ format:
```
7
CH4N2 | the Open Molecules 2025 dataset | ωB97M-V/def2-TZVPD
C 0.404 0.364 -0.037
H -1.356 -0.188 0.860
H -1.590 0.128 -0.696
H 0.369 1.412 0.062
H 1.539 -1.194 -0.172
N -0.918 -0.332 -0.030
N 1.553 -0.190 0.012
```

As for the HOMO energy: -10.256 eV. The value obtained for the gap between HOMO and LUMO is 0.41478 hartree. The net charge is 0. For the LUMO energy, the calculation gives 0.0379 Ha.

---

R) The following is a DFT calculation (ωB97M-V/def2-TZVPD) of one molecule with the formula CH4N2.

The geometry in XYZ format:
```
7
CH4N2 | the Open Molecules 2025 dataset | ωB97M-V/def2-TZVPD
N -0.234 -1.112 0.398
C -0.204 0.130 -0.373
N 0.353 1.217 0.083
H 0.588 -1.142 0.944
H -0.407 -1.999 0.033
H -0.651 0.113 -1.390
H 0.865 1.510 -0.718
```

As for the HOMO energy: -9.012 eV. The value obtained for the gap between HOMO and LUMO is 0.37104 hartree. The net charge is 0. For the LUMO energy, the calculation gives 0.0399 Ha.

---

Last place for stability: R)

---

P) The following is a DFT calculation (ωB97M-V/def2-TZVPD) of a 2-piece molecular cluster, CH2S2 overall.

The geometry in XYZ format:
```
5
CH2S2 | the Open Molecules 2025 dataset | ωB97M-V/def2-TZVPD
C 0.669 -0.623 2.923
S 1.093 -1.274 1.614
S -0.010 0.737 -1.340
H -1.080 0.264 -0.719
H -0.672 0.896 -2.477
```

As for the HOMO energy: -9.990 eV. The value obtained for the gap between HOMO and LUMO is 0.36510 hartree. The net charge is 0. For the LUMO energy, the calculation gives -0.0020 Ha.

---

Q) The following is a DFT calculation (ωB97M-V/def2-TZVPD) of one molecule with the formula CH2S2.

The geometry in XYZ format:
```
5
CH2S2 | the Open Molecules 2025 dataset | ωB97M-V/def2-TZVPD
C 0.194 0.473 0.019
S 0.509 1.997 -0.404
S -1.303 -0.459 0.140
H 1.169 -0.299 -0.048
H -0.568 -1.711 0.293
```

As for the HOMO energy: -8.877 eV. The value obtained for the gap between HOMO and LUMO is 0.31324 hartree. The net charge is 0. For the LUMO energy, the calculation gives -0.0130 Ha.

---

R) The following is a DFT calculation (ωB97M-V/def2-TZVPD) of one molecule with the formula CH2S2.

The geometry in XYZ format:
```
5
CH2S2 | the Open Molecules 2025 dataset | ωB97M-V/def2-TZVPD
C 0.237 0.367 0.100
H -1.028 -1.574 0.074
H 0.210 1.558 -0.133
S -1.237 -0.141 -0.023
S 1.818 -0.210 -0.018
```

As for the HOMO energy: -8.686 eV. The value obtained for the gap between HOMO and LUMO is 0.30471 hartree. The net charge is 0. For the LUMO energy, the calculation gives -0.0145 Ha.

---

Last place for stability: P)